# C4H4O2

C4H4O2 in the gas phase (the ωB97M-V functional and the def2-TZVPD basis, the Open Molecules 2025 dataset).

Each line ends with the natural charge from an NBO analysis.
Atoms and positions in Å:
1 O 0.47568 -0.91275 -1.93672  -0.47
2 O -1.59170 -0.22399 0.71850  -0.70
3 C 0.21928 -0.36939 -0.88852  0.49
4 C 1.96816 0.04327 1.08836  -0.14
5 C -1.13915 0.22281 -0.53650  -0.15
6 C 1.21457 -0.19221 0.17693  -0.15
7 H -1.04789 1.32160 -0.57831  0.18
8 H 2.66546 0.24250 1.87386  0.24
9 H -1.86147 -0.09744 -1.28895  0.21
10 H -0.90293 -0.03442 1.37136  0.48

Cartesian forces, eV/Å:
O -0.095 0.275 0.452
O 0.129 0.041 0.213
C 0.061 -0.137 -0.323
C -0.303 -0.107 -0.400
C -0.016 0.054 -0.308
C 0.411 0.096 0.436
H -0.011 -0.166 0.005
H -0.118 -0.057 -0.129
H 0.098 0.010 0.083
H -0.156 -0.008 -0.027

Properties
- LUMO energy (eV) = 0.00
- max |F| (eV/Å) = 0.6
- HOMO-LUMO gap (eV) = 10.28
- multiplicity = 1
- ΔE to the lowest compared entry with this formula, charge and spin (kcal/mol) = 45.35



# ClH2NO

ClH2NO in the gas phase in a non-equilibrium geometry (the ωB97M-V functional and the def2-TZVPD basis, the Open Molecules 2025 dataset).

Each line ends with the natural charge from an NBO analysis.
Atoms and positions in Å:
1 Cl -0.23835 1.54334 0.79261  0.02
2 O 0.08735 -0.52017 -0.88471  -0.55
3 N 0.01658 -0.21057 0.46845  -0.32
4 H -0.65883 -0.81408 0.95150  0.37
5 H 0.79325 0.00148 -1.32785  0.48

Cartesian forces, eV/Å:
Cl -0.524 -1.303 -0.367
O -1.042 0.201 -0.491
N 2.209 0.714 0.669
H -0.355 0.751 -0.950
H -0.288 -0.364 1.139

Properties
- LUMO energy (eV) = 0.50
- max |F| (eV/Å) = 2.4
- HOMO-LUMO gap (eV) = 9.73
- multiplicity = 1
- ΔE to the lowest compared entry with this formula, charge and spin (kcal/mol) = 4.10



# C23H23BN4O3STi

A molecular structure, C23H23BN4O3STi in a non-equilibrium geometry (the ωB97M-V functional and the def2-TZVPD basis, the Open Molecules 2025 dataset).

Each line ends with the natural charge from an NBO analysis.
Atoms and positions in Å:
1 Ti -0.32780 0.12023 -0.96479  1.41
2 S -1.66198 1.82524 -1.99609  -0.23
3 O -2.51164 -2.29879 -1.42398  -0.68
4 O -3.17892 -1.12736 0.43406  -0.68
5 O 0.47826 -1.46773 0.33995  -0.58
6 N 1.56791 0.19755 -1.75336  -0.67
7 N -0.70267 2.35421 0.52128  -0.40
8 N -2.77261 3.16201 0.04097  -0.80
9 N 0.34356 1.58436 -0.02239  -0.42
10 C -4.00927 -2.21063 0.24768  0.28
11 C -1.66410 2.48769 -0.36036  0.28
12 C 2.39270 4.74465 2.23889  -0.21
13 C 0.54007 -3.65818 1.23626  -0.43
14 C -5.75814 -3.75082 0.60769  -0.22
15 C 1.89484 3.58187 1.67377  -0.18
16 C -5.08206 -2.59775 1.01570  -0.27
17 C -3.61201 -2.91206 -0.86481  0.20
18 C 2.79712 4.22769 -0.45068  -0.15
19 C 0.18847 -1.38306 1.75760  -0.07
20 C 3.30677 5.38796 0.11748  -0.23
21 C 3.52881 -0.55522 -2.91237  -0.31
22 C 0.68627 -2.85105 -0.04707  -0.08
23 C 0.82519 -2.62676 2.32920  -0.43
24 C 4.27215 0.51240 -2.32743  -0.18
25 C 2.27813 1.23461 -1.16471  0.16
26 C 3.10981 5.64932 1.46550  -0.22
27 C 1.57087 2.05449 -0.25723  -0.02
28 C 2.21951 -0.66025 -2.58755  0.05
29 C 3.66369 1.37543 -1.48283  -0.22
30 C 2.10537 3.30061 0.32349  -0.07
31 C -5.35603 -4.46133 -0.51978  -0.22
32 C -4.26271 -4.04778 -1.28535  -0.24
33 B -2.23277 -1.16474 -0.61120  0.54
34 H 1.33080 2.88562 2.28048  0.22
35 H -3.94528 -4.58958 -2.16555  0.22
36 H -5.38664 -2.03370 1.88617  0.23
37 H -0.06222 -3.10769 -0.79846  0.21
38 H -2.69823 3.69027 0.89459  0.40
39 H 4.21721 2.17335 -1.00992  0.23
40 H 2.21897 4.93829 3.28986  0.21
41 H -0.47607 -4.04303 1.33437  0.22
42 H -5.90097 -5.34912 -0.81201  0.21
43 H 1.68248 -2.90543 -0.48808  0.19
44 H 1.89902 -2.48562 2.46123  0.21
45 H 5.32579 0.62462 -2.54914  0.22
46 H 1.22165 -4.50727 1.25966  0.23
47 H 3.50041 6.55627 1.90844  0.21
48 H 0.39581 -2.90010 3.29231  0.23
49 H 2.91935 4.05933 -1.51305  0.21
50 H 1.61167 -1.45412 -3.00994  0.19
51 H 0.60035 -0.43877 2.10828  0.22
52 H -0.89692 -1.37079 1.88905  0.20
53 H 3.98510 -1.25779 -3.59317  0.22
54 H -3.41186 3.48442 -0.66202  0.40
55 H 3.84338 6.09724 -0.49964  0.21
56 H -6.61062 -4.09321 1.17903  0.21

Cartesian forces, eV/Å:
Ti -0.083 -0.152 0.303
S -0.055 0.129 0.175
O -0.133 0.101 0.262
O 0.007 -0.204 -0.190
O 0.059 0.037 0.014
N -0.041 -0.065 0.094
N 0.603 -0.284 -0.304
N -0.145 -0.023 -0.011
N -2.256 -0.617 -0.030
C -0.022 0.452 0.457
C 0.076 0.102 0.012
C -0.021 -0.029 -0.014
C 0.056 -0.105 0.019
C 0.087 0.086 -0.004
C 0.042 0.117 0.081
C -0.151 -0.202 -0.057
C 0.317 -0.149 -0.476
C 0.108 0.232 -0.035
C -0.033 0.131 -0.154
C -0.039 -0.067 0.020
C 0.104 0.108 0.044
C -0.118 0.174 -0.064
C 0.013 -0.116 0.135
C 0.061 -0.102 -0.108
C -0.126 0.682 0.545
C -0.016 -0.005 0.036
C 2.159 0.269 -0.828
C -0.162 -0.114 -0.078
C 0.002 0.071 0.106
C -0.317 -0.281 0.086
C 0.062 0.060 -0.016
C -0.185 -0.114 0.090
B 0.084 0.050 -0.084
H 0.006 -0.017 -0.018
H 0.014 0.010 -0.003
H 0.013 0.012 0.001
H 0.006 -0.054 -0.013
H 0.008 -0.011 -0.004
H 0.023 -0.029 0.000
H 0.023 0.045 0.000
H -0.020 0.045 -0.023
H -0.003 0.001 0.003
H 0.014 -0.048 0.056
H 0.000 0.033 -0.036
H -0.007 -0.011 -0.002
H 0.003 0.023 0.006
H 0.004 0.001 0.001
H -0.005 -0.007 -0.026
H -0.019 -0.046 0.001
H -0.028 -0.013 0.000
H 0.045 -0.016 0.014
H -0.008 -0.036 0.049
H -0.009 -0.010 -0.005
H 0.004 -0.029 -0.009
H 0.000 0.000 -0.010
H -0.002 -0.013 -0.008

Properties
- LUMO energy (alpha / beta) (eV) = 0.07 / -0.05
- max |F| (eV/Å) = 2.3
- HOMO-LUMO gap (alpha / beta) (eV) = 5.99 / 5.89
- multiplicity = 1
- ΔE to the lowest compared entry with this formula, charge and spin (kcal/mol) = 20.78



# C3H6N3O

A molecular structure, C3H6N3O in a non-equilibrium geometry (the ωB97M-V functional and the def2-TZVPD basis, the Open Molecules 2025 dataset).

Each line ends with the natural charge from an NBO analysis.
Atoms and positions in Å:
1 O -0.90516 -0.88077 -0.33448  -0.38
2 N -1.34298 1.00834 0.60332  -0.34
3 N 2.18890 -0.21075 -0.62763  -0.76
4 N -2.48190 0.59477 0.05487  -0.22
5 C -2.21569 -0.56028 -0.47585  0.32
6 C 1.55686 -0.11478 0.56350  -0.08
7 C -0.40952 0.13493 0.35700  0.46
8 H -1.29096 1.84826 1.06171  0.45
9 H 1.83932 0.74024 1.19506  0.24
10 H -2.86677 -1.06187 -1.10068  0.24
11 H 2.09848 -1.00481 -1.15646  0.40
12 H 2.51688 0.64254 -1.21402  0.42
13 H 1.31254 -1.13583 1.07365  0.25

Cartesian forces, eV/Å:
O -0.568 0.754 0.441
N 0.604 -3.263 -1.655
N 0.823 4.043 0.001
N -2.233 -1.233 -0.889
C 0.273 2.864 0.946
C -1.823 -1.359 0.520
C 4.057 -0.030 0.616
H 0.225 2.397 1.365
H -0.286 -0.628 -0.227
H -1.020 -1.392 -0.889
H -0.241 -2.257 -1.303
H -0.909 -1.987 1.873
H 1.098 2.091 -0.801

Properties
- LUMO energy (eV) = -3.48
- max |F| (eV/Å) = 4.1
- HOMO-LUMO gap (eV) = 10.94
- multiplicity = 1
- ΔE to the lowest compared entry with this formula, charge and spin (kcal/mol) = 47.17
- charge = +1



# C5H12NO6PS

A gas-phase ion, C5H12NO6PS (charge -2) in a non-equilibrium geometry (the ωB97M-V functional and the def2-TZVPD basis, the Open Molecules 2025 dataset).

Each line ends with the natural charge from an NBO analysis.
Atoms and positions in Å:
1 S -3.74645 -0.85758 -0.40443  2.20
2 P -2.38680 1.78561 0.24495  2.29
3 O -5.02534 -0.20238 -0.56858  -1.02
4 O -3.50043 2.37636 1.09075  -1.17
5 O -0.94928 2.51869 0.82352  -1.04
6 O -3.89199 -1.93605 0.59141  -1.09
7 O -2.26899 2.11668 -1.23267  -1.18
8 O -3.27320 -1.43123 -1.60691  -1.06
9 N -2.26899 -0.40702 1.99648  -0.91
10 C 0.45359 -0.24966 0.15333  -0.41
11 C 1.29493 0.97337 -1.87197  -0.60
12 C 1.35972 -0.30527 -1.02470  -0.40
13 C -1.02419 -0.62566 -0.20329  -0.52
14 C -2.01334 0.02051 0.74655  -0.22
15 H 1.04692 -1.15235 -1.65752  0.19
16 H 2.02515 0.93975 -2.82147  0.16
17 H -2.89356 -1.31249 1.77294  0.43
18 H -1.34643 -1.64544 -0.18191  0.23
19 H -1.37389 -0.31084 -1.20686  0.28
20 H 0.61161 0.79154 0.53685  0.20
21 H 1.81128 1.66596 -1.31390  0.19
22 H -0.28779 2.28927 0.18328  0.46
23 H 0.30258 1.20881 -2.28167  0.26
24 H 2.38063 -0.56757 -0.80440  0.18
25 H 0.73407 -0.87024 1.08598  0.20
26 H -2.91032 0.28893 2.37831  0.39

Cartesian forces, eV/Å:
S -0.873 0.560 2.723
P 0.194 2.439 0.467
O -0.696 1.316 -0.030
O 1.201 -1.108 -0.494
O -0.820 -0.057 0.918
O 0.000 -1.278 1.673
O -0.224 -1.322 0.919
O 1.705 -1.063 -3.656
N -1.201 -1.899 1.152
C -0.473 -0.273 2.163
C 1.245 -2.082 -3.137
C -0.243 -1.513 -2.089
C 0.023 1.678 0.626
C -1.900 1.984 -4.783
H -0.050 0.077 0.024
H -1.504 -0.463 1.664
H 0.998 1.388 0.697
H 1.065 -1.268 0.078
H 0.841 0.158 0.447
H -0.874 -0.829 0.001
H 0.292 2.474 1.386
H 0.341 0.120 -0.619
H 0.237 0.285 0.740
H 0.689 0.281 0.443
H 0.003 0.550 -1.621
H 0.025 -0.157 0.308

Properties
- LUMO energy (eV) = 5.56
- max |F| (eV/Å) = 5.5
- HOMO-LUMO gap (eV) = 6.32
- multiplicity = 1
- ΔE to the lowest compared entry with this formula, charge and spin (kcal/mol) = 29.55
- charge = -2



# CH3N3O2

2 unconnected molecules or ions with the total composition CH3N3O2 in a non-equilibrium geometry (the ωB97M-V functional and the def2-TZVPD basis, the Open Molecules 2025 dataset).

Each line ends with the natural charge from an NBO analysis.
Atoms and positions in Å:
1 O 1.23072 1.31908 -0.38995  -0.43
2 O -2.03989 1.11474 1.18319  -0.55
3 N 0.47221 0.41604 -0.02299  0.22
4 N 0.68292 -0.12206 1.11421  -0.54
5 N -1.25551 2.42191 -0.59627  -0.75
6 C -1.53884 1.58304 0.23213  0.82
7 H -0.10820 -0.65011 1.55401  0.42
8 H 1.54903 0.17404 1.69460  0.38
9 H -0.34481 2.24466 -1.10157  0.43

Cartesian forces, eV/Å:
O 0.069 -1.563 0.608
O 0.293 -1.024 -0.293
N 0.132 1.163 -1.067
N 1.648 -0.535 2.741
N 1.670 -0.575 -1.597
C -1.694 1.788 1.174
H 1.219 0.701 -0.891
H -1.921 -0.476 -1.203
H -1.416 0.521 0.527

Properties
- LUMO energy (eV) = -0.08
- max |F| (eV/Å) = 3.2
- HOMO-LUMO gap (eV) = 10.22
- multiplicity = 1
- ΔE to the lowest compared entry with this formula, charge and spin (kcal/mol) = 74.83



Which formula does entry 6 have?
CH3N3O2



Look up the max |F| of the fifth one.
5.5 eV/Å